(1)
Below is one molecule with the formula C5H10O2 in a non-equilibrium geometry, with properties calculated with ωB97M-V/def2-TZVPD.

Last column: Löwdin charge in e.
Element x y z (Å)
C: -1.537 1.581 0.659  -0.04
C: -0.904 0.434 -0.194  -0.43
O: -0.188 0.741 -1.325  -0.15
C: 1.098 -1.162 -1.404  0.16
C: 0.770 -1.484 -0.017  -0.20
C: 0.295 -0.223 0.749  -0.32
O: 1.323 0.724 0.745  -0.05
H: -2.336 2.177 0.187  0.08
H: -0.762 2.272 0.999  0.07
H: -1.983 1.103 1.548  0.08
H: -1.709 -0.281 -0.458  0.13
H: 1.968 -0.561 -1.652  0.09
H: 0.859 -1.925 -2.166  0.10
H: 0.065 -2.315 0.082  0.12
H: 1.665 -1.686 0.582  0.13
H: 0.169 -0.531 1.807  0.15
H: 1.206 1.134 -0.142  0.09

Cartesian forces, eV/Å:
0.281 -0.113 -0.132
0.648 -0.785 0.956
0.608 -1.184 -0.183
-0.572 0.846 0.264
-0.058 0.078 0.058
-0.743 0.188 -0.274
-0.127 0.082 -0.213
0.414 -0.465 -0.240
-0.061 -0.068 -0.033
0.175 0.156 -0.287
0.322 -0.086 0.471
-0.254 0.067 0.233
-0.417 0.907 0.177
0.093 0.201 -0.060
0.198 -0.331 -0.373
-0.651 0.435 -0.535
0.144 0.072 0.170

Values from the calculation:
HOMO energy (alpha / beta)	-9.290 / -9.291	eV
lowest unoccupied orbital energy (alpha / beta)	-0.8 / -0.8	eV

(2)
Below is one molecule with the formula C5H7NO in a non-equilibrium geometry, with properties calculated with ωB97M-V/def2-TZVPD.

Last column: Löwdin charge in e.
Element x y z (Å)
C: -1.667 -0.210 0.425  -0.09
C: -0.378 -0.930 0.038  -0.17
C: 0.710 0.034 -0.381  -0.47
C: 0.415 0.815 -1.583  -0.12
N: 0.143 1.421 -2.530  0.17
C: 1.643 0.611 0.596  -0.07
O: 2.049 -0.418 -0.293  0.01
H: -1.500 0.489 1.251  0.08
H: -2.426 -0.930 0.742  0.08
H: -2.074 0.358 -0.418  0.08
H: 0.017 -1.509 0.880  0.12
H: -0.560 -1.636 -0.780  0.13
H: 2.085 1.588 0.412  0.13
H: 1.543 0.317 1.640  0.12

Cartesian forces, eV/Å:
-0.077 0.035 -0.010
0.029 -0.021 0.035
-0.223 -0.001 -0.019
-0.230 0.533 -0.817
0.253 -0.574 0.906
0.018 0.204 0.201
0.159 -0.144 -0.086
0.003 -0.093 -0.097
0.082 0.082 -0.044
0.061 -0.081 0.103
-0.033 0.080 -0.088
0.027 0.091 0.074
-0.060 -0.125 -0.003
-0.009 0.015 -0.153

Values from the calculation:
HOMO energy	-11.137	eV
lowest unoccupied orbital energy	0.8	eV

(3)
Below is C27H33IrO2 as an isolated structure in a non-equilibrium geometry, with properties calculated with ωB97M-V/def2-TZVPD.

Last column: Löwdin charge in e.
Element x y z (Å)
O: -0.450 -0.913 -2.231  -0.20
C: -0.715 0.215 -3.145  -0.16
C: -0.544 -0.545 -4.427  -0.07
H: 0.040 0.991 -3.040  0.10
H: -1.712 0.642 -3.023  0.11
C: -0.310 -1.716 -3.464  -0.55
H: 0.318 -0.262 -5.030  0.12
H: -1.436 -0.604 -5.041  0.11
C: 1.104 -2.230 -3.623  -0.02
H: 1.841 -1.491 -3.289  0.10
H: 1.265 -2.480 -4.681  0.10
H: 1.256 -3.151 -3.058  0.08
C: -1.391 -2.775 -3.601  0.00
H: -2.331 -2.305 -3.933  0.10
H: -1.530 -3.309 -2.655  0.06
H: -1.033 -3.491 -4.359  0.10
Ir: -0.624 -0.950 0.440  1.39
C: -2.650 -1.666 1.306  -0.16
C: -2.465 -0.322 1.715  -0.19
C: -2.300 0.498 0.543  -0.21
H: -2.335 0.025 2.734  0.11
C: -2.454 -0.343 -0.612  -0.19
C: -2.591 -1.705 -0.142  -0.21
H: -2.678 -2.586 -0.769  0.10
H: -2.797 -2.533 1.943  0.11
H: -2.084 1.558 0.528  0.10
H: -2.578 -0.008 -1.630  0.08
C: 0.629 -2.964 1.857  -0.10
C: -0.180 -3.483 0.820  -0.14
C: 0.147 -2.808 -0.411  -0.25
H: -0.917 -4.277 0.874  0.11
C: 1.226 -1.864 -0.112  -0.24
C: 1.472 -1.956 1.309  -0.17
H: 2.175 -1.323 1.845  0.10
H: 0.609 -3.282 2.894  0.11
H: -0.234 -3.072 -1.393  0.06
H: 1.837 -1.376 -0.868  0.10
O: 2.062 2.230 -2.336  -0.16
C: 1.349 1.861 -1.125  -0.20
C: 0.100 2.744 -0.962  -0.17
H: 2.032 2.020 -0.269  0.13
H: 1.108 0.783 -1.170  0.07
C: 0.343 3.949 -1.885  -0.15
H: -0.049 3.063 0.066  0.11
H: -0.811 2.258 -1.317  0.08
C: 1.565 3.523 -2.744  -0.19
H: 0.580 4.853 -1.306  0.11
H: -0.531 4.169 -2.515  0.11
H: 2.390 4.250 -2.660  0.11
H: 1.320 3.417 -3.816  0.11
C: 0.200 0.221 1.780  -0.21
C: 0.463 0.565 2.952  -0.11
C: 0.738 1.029 4.273  -0.26
C: -0.141 1.940 4.913  -0.05
C: 0.222 2.508 6.135  -0.09
C: 1.385 2.054 6.784  -0.10
C: 2.272 1.160 6.157  -0.09
C: 1.914 0.594 4.934  -0.05
H: -1.065 2.230 4.403  0.11
H: -0.429 3.264 6.589  0.10
H: 1.630 2.438 7.773  0.09
H: 3.215 0.874 6.639  0.10
H: 2.562 -0.135 4.439  0.11

Cartesian forces, eV/Å:
-0.290 0.999 -3.236
0.254 1.356 0.584
-0.018 -0.224 0.338
-0.103 0.080 0.279
0.137 0.015 0.170
0.503 -0.775 -0.823
-0.061 -0.017 0.110
-0.014 -0.130 -0.083
0.102 -0.715 0.099
-0.197 -0.053 -0.213
0.062 0.148 0.253
0.128 0.036 0.108
0.323 -0.105 -0.011
0.237 -0.384 0.269
-0.192 0.004 -0.343
-0.420 0.149 0.165
2.516 -0.229 -0.788
-0.480 -0.377 -0.848
-1.332 1.096 0.170
-1.698 -0.182 0.475
-0.059 -0.145 -0.311
-1.273 -0.601 0.710
-1.949 0.707 0.272
-0.123 0.237 0.171
0.164 0.301 -0.105
-0.140 -0.164 0.082
0.247 -0.177 0.311
0.399 0.312 -0.160
0.389 -0.232 -0.695
1.079 -0.690 0.176
0.090 0.214 0.243
-0.145 -1.504 0.012
0.980 -1.334 -0.236
-0.295 -0.385 -0.180
-0.082 0.235 -0.191
0.414 -0.004 0.622
-0.231 0.066 0.409
-1.547 0.471 0.765
0.621 -0.205 0.477
-0.008 0.121 -0.599
-0.295 -0.142 -0.258
0.138 0.514 -0.003
0.622 0.020 -0.185
0.029 -0.218 0.066
0.127 -0.286 0.244
0.417 0.066 -0.672
-0.058 -0.263 -0.230
0.302 -0.057 0.213
-0.270 -0.175 -0.011
-0.016 0.235 0.366
1.387 2.662 4.396
-0.649 -0.423 -2.433
0.089 -0.069 0.501
0.697 0.084 -0.198
0.049 -0.784 0.115
0.240 0.438 -0.271
-0.716 -0.216 0.163
-0.106 0.696 -0.115
0.425 -0.037 0.151
0.316 -0.413 -0.041
0.004 0.028 -0.276
-0.499 0.092 -0.114
-0.221 0.334 0.141

Values from the calculation:
HOMO energy (alpha / beta)	-4.731 / -7.106	eV
multiplicity	5
lowest unoccupied orbital energy (alpha / beta)	0.5 / -1.1	eV
⟨S²⟩	6.02

(4)
Below is a 11-piece molecular cluster, H22O11 overall, with properties calculated with ωB97M-V/def2-TZVPD.

Last column: Löwdin charge in e.
Element x y z (Å)
O: 2.122 2.239 1.475  -0.04
H: 2.458 3.125 1.665  0.07
H: 2.847 1.641 1.699  0.07
O: -0.600 2.477 1.978  -0.06
H: 0.325 2.283 1.701  0.01
H: -0.634 2.235 2.909  0.06
O: -2.342 0.985 0.442  -0.07
H: -1.842 1.745 0.821  0.02
H: -3.084 1.371 -0.037  0.06
O: 0.386 -0.218 0.028  -0.05
H: 1.049 0.394 -0.318  0.00
H: -0.460 0.232 -0.123  0.01
O: 2.648 0.879 -1.751  -0.04
H: 2.912 0.677 -2.657  0.06
H: 3.133 1.683 -1.529  0.05
O: -0.359 0.799 -2.464  -0.05
H: -0.143 1.626 -2.911  0.07
H: 0.497 0.404 -2.247  0.02
O: -3.074 0.123 -2.787  -0.08
H: -3.193 0.837 -3.419  0.03
H: -2.134 0.185 -2.514  -0.01
O: -2.805 -0.893 2.522  -0.08
H: -2.535 -0.578 1.637  0.00
H: -2.146 -0.529 3.120  0.02
O: 1.205 -2.278 2.676  -0.05
H: 1.573 -1.675 3.329  0.02
H: 0.992 -1.724 1.914  0.00
O: -0.941 -3.509 -0.838  -0.05
H: -1.884 -3.388 -0.679  0.04
H: -0.621 -2.624 -1.046  0.01
O: 2.498 -2.914 -0.601  -0.05
H: 2.471 -3.193 -1.522  0.03
H: 1.682 -2.414 -0.471  -0.01

Cartesian forces, eV/Å:
0.455 0.186 -0.078
-0.071 -0.130 -0.011
-0.202 -0.037 -0.014
0.610 0.055 -0.205
-0.628 0.027 0.300
-0.085 -0.010 -0.067
0.397 0.664 -0.214
-0.286 -0.564 0.130
0.065 -0.249 -0.094
0.201 -0.095 0.045
0.065 -0.131 0.135
-0.178 -0.097 0.112
0.006 0.143 -0.202
0.065 -0.083 0.158
-0.099 -0.062 0.038
0.338 0.173 -0.223
-0.064 -0.083 0.033
-0.202 0.070 0.008
0.333 0.020 0.278
0.030 -0.059 -0.011
-0.562 0.051 -0.273
0.091 -0.066 -0.376
-0.238 0.090 0.583
0.043 -0.071 -0.040
0.029 0.176 -0.001
-0.028 -0.045 -0.059
-0.075 -0.029 0.031
-0.009 0.123 -0.110
0.082 -0.016 0.032
-0.103 -0.004 0.081
0.032 0.198 -0.181
-0.061 -0.055 0.111
0.050 -0.093 0.086

Values from the calculation:
HOMO energy	-10.349	eV
lowest unoccupied orbital energy	-0.5	eV

(5)
Below is one molecule with the formula C3H4O2 in a non-equilibrium geometry, with properties calculated with ωB97M-V/def2-TZVPD.

Last column: Löwdin charge in e.
Element x y z (Å)
O: -2.436 -0.161 -0.056  0.11
C: -1.376 0.074 0.372  -0.21
C: -0.099 0.322 -0.461  -0.26
C: 1.124 -0.262 0.069  -0.14
O: 0.872 1.070 0.115  0.01
H: -1.056 -0.040 1.388  0.12
H: -0.033 0.402 -1.514  0.14
H: 1.271 -0.905 0.880  0.11
H: 1.732 -0.500 -0.794  0.12

Cartesian forces, eV/Å:
-2.598 -0.274 -0.812
3.737 0.175 -1.292
-2.580 -1.130 0.099
1.040 -1.388 -2.621
1.247 3.201 2.325
-0.181 0.190 1.592
-1.116 0.023 -1.136
-0.237 -0.360 1.643
0.687 -0.436 0.203

Values from the calculation:
HOMO energy	-10.097	eV
lowest unoccupied orbital energy	1.0	eV

(6)
Below is one molecule with the formula C5H9NO in a non-equilibrium geometry, with properties calculated with ωB97M-V/def2-TZVPD.

Last column: Löwdin charge in e.
Element x y z (Å)
C: 1.294 -0.580 -0.519  -0.05
C: -0.130 -0.159 -0.162  -0.48
C: -1.163 -1.254 -0.464  -0.03
C: -0.250 0.340 1.239  -0.20
O: 0.448 1.579 1.234  -0.09
C: 0.167 2.104 -0.073  -0.20
N: -0.271 1.304 -0.958  0.14
H: 1.349 -0.518 -1.606  0.09
H: 1.588 -1.597 -0.220  0.09
H: 1.997 0.131 -0.075  0.08
H: -0.755 -2.280 -0.502  0.08
H: -1.993 -1.269 0.258  0.08
H: -1.556 -1.015 -1.445  0.08
H: -1.303 0.496 1.525  0.13
H: 0.167 -0.464 1.855  0.14
H: 0.412 3.182 -0.086  0.14

Cartesian forces, eV/Å:
-0.008 0.130 -0.178
-0.189 1.019 -0.793
-0.103 0.423 -0.386
-0.071 -0.519 -0.098
-0.409 0.660 -0.868
0.118 -1.200 1.240
0.402 -1.194 1.643
0.313 -0.059 -0.031
-0.407 0.262 0.094
0.023 -0.125 -0.205
0.150 0.622 0.053
0.223 0.198 -0.249
-0.345 -0.241 -0.238
0.269 0.061 -0.087
0.360 0.730 0.548
-0.325 -0.768 -0.446

Values from the calculation:
HOMO energy	-10.006	eV
lowest unoccupied orbital energy	1.0	eV